# C2H2BrCl3

A cluster of 2 separate species, C2H2BrCl3 in total (ωB97M-V with the def2-TZVPD basis set, OMol25).

The expectation value of S² is 2.0078. The calculation puts the total energy at -109711.3257 eV. As for the spin multiplicity: 3. The calculation puts the energy above the lowest of the compared OMol25 structures with the same formula, charge and spin at 33.21 kcal per mole. The frontier orbital gap (alpha / beta) is 8.25 / 9.11 eV.

The geometry in XYZ format:
```
8
Properties=species:S:1:pos:R:3:forces:R:3:mulliken_charge:R:1
C -0.803 -0.837 -1.867 -1.79 2.54 -2.44 -0.5726
C 0.717 0.544 1.402 0.74 1.04 2.26 0.1525
Cl 0.367 -0.306 -0.843 0.49 -0.36 -0.78 0.0127
Cl -0.386 0.205 2.682 -0.39 0.24 -0.36 -0.1108
Cl 2.180 -0.318 1.669 0.36 0.12 -0.28 -0.0834
Br 0.904 2.390 0.903 -0.09 -0.57 0.28 -0.0033
H -1.522 -0.112 -2.330 1.61 0.18 -0.03 0.2754
H -1.458 -1.566 -1.618 -0.93 -3.19 1.35 0.3295
```
Forces are in eV/Å.


# C38H56CrN6O5S2Si

A structure of composition C38H56CrN6O5S2Si (ωB97M-V with the def2-TZVPD basis set, OMol25).

The expectation value of S² is 4.0855. The calculation puts the total energy at -117463.6735 eV. As for the spin multiplicity: 4. As for the total charge: +1. The calculation puts the energy above the lowest of the compared OMol25 structures with the same formula, charge and spin at 0.00 kcal per mole. The frontier orbital gap (alpha / beta) is 6.62 / 6.33 eV.

The geometry in XYZ format:
```
109
Properties=species:S:1:pos:R:3:forces:R:3:mulliken_charge:R:1
Cr -0.151 0.410 0.675 0.31 0.16 0.12 0.4004
C -0.676 -1.359 5.318 0.02 -0.01 0.01 -0.7716
O -0.728 -0.439 4.244 0.03 0.02 0.00 0.0908
C -1.981 0.189 4.151 -0.07 0.05 0.02 -0.8734
C -1.918 1.434 3.306 -0.02 0.07 -0.01 -0.6494
O -1.820 1.216 1.878 -0.13 -0.01 -0.01 0.4276
C -2.681 2.145 1.190 -0.03 -0.07 -0.03 -0.9460
H -0.812 -0.845 6.275 0.00 0.00 -0.01 0.3777
H 0.305 -1.829 5.295 0.01 -0.02 0.00 -0.0334
H -1.439 -2.134 5.213 -0.02 -0.02 0.00 0.3499
H -2.298 0.532 5.147 -0.01 -0.03 -0.01 0.6968
H -2.745 -0.503 3.776 0.04 0.01 -0.02 0.1378
H -1.097 2.083 3.623 0.02 -0.05 0.00 0.1597
H -2.856 1.963 3.480 0.04 0.05 0.00 0.6095
H -3.711 1.987 1.512 0.00 0.02 0.01 0.4690
H -2.607 1.938 0.125 -0.01 0.02 0.04 0.0975
H -2.377 3.170 1.419 -0.01 0.01 -0.01 0.3223
N 0.224 2.404 0.101 -0.01 0.10 0.07 0.5386
C 0.729 3.221 1.173 -0.04 -0.02 0.03 -0.3118
C 0.773 4.586 1.152 0.02 -0.05 -0.01 -0.0334
C 1.352 5.290 2.231 0.02 0.00 0.02 -1.1010
C 1.903 4.621 3.287 -0.02 0.02 -0.02 -0.8180
C 1.863 3.208 3.334 0.00 -0.02 -0.02 1.1051
C 2.433 2.431 4.372 -0.01 -0.02 0.00 -1.1267
C 2.350 1.071 4.318 0.01 0.02 -0.02 -1.2665
C 1.645 0.467 3.258 -0.03 0.02 -0.01 -0.4156
N 1.083 1.156 2.298 -0.12 -0.10 -0.09 1.4730
C 1.231 2.514 2.288 0.00 0.03 0.00 -0.6527
H 0.895 2.307 -0.673 -0.10 -0.03 -0.01 -0.4074
H -0.585 2.814 -0.363 0.03 -0.01 0.10 0.2338
H 0.386 5.128 0.298 0.00 0.00 -0.01 0.5422
H 1.379 6.370 2.198 0.00 0.01 0.01 0.4376
H 2.377 5.161 4.095 0.01 0.01 0.01 0.4752
H 2.941 2.927 5.189 0.00 0.01 0.01 0.4648
H 2.793 0.449 5.082 0.01 -0.01 0.01 0.6011
H 1.526 -0.607 3.214 0.01 -0.01 0.02 0.4044
S 1.837 -0.346 -0.242 0.04 -0.03 -0.07 -0.5019
C 1.741 -1.941 0.449 0.02 0.11 -0.07 0.4547
N 2.705 -2.800 0.178 -0.01 -0.03 -0.01 -0.6338
N 2.756 -3.958 0.798 0.05 -0.16 -0.08 -0.0586
C 2.293 -4.278 2.107 0.00 -0.07 0.06 0.3031
C 2.599 -3.438 3.173 0.05 -0.03 0.01 -0.0109
C 2.212 -3.795 4.452 -0.02 0.01 0.01 -0.6031
C 1.523 -4.984 4.674 0.01 -0.01 -0.01 -0.6227
C 1.236 -5.820 3.608 0.02 -0.01 0.00 -0.6972
C 1.619 -5.469 2.318 -0.02 0.02 0.02 -0.3338
N 0.642 -2.385 1.106 -0.09 -0.01 -0.03 -0.6016
N -0.327 -1.570 1.224 0.05 0.04 0.02 1.4909
C -1.491 -2.191 1.773 -0.08 -0.03 0.02 -0.0052
C -2.749 -1.748 1.384 -0.01 0.02 -0.02 -0.3780
C -3.881 -2.368 1.893 0.01 0.00 -0.01 -0.9154
C -3.762 -3.418 2.791 0.00 0.01 0.00 -0.7473
C -2.499 -3.860 3.171 0.00 0.00 -0.01 -0.5316
C -1.363 -3.255 2.662 0.03 -0.02 0.04 0.1394
H 3.415 -4.598 0.379 0.03 0.11 0.04 0.2596
H 3.164 -2.531 2.992 0.00 0.01 0.00 0.4977
H 2.477 -3.162 5.289 0.00 0.02 0.01 0.5322
H 1.233 -5.263 5.678 -0.01 0.00 0.01 0.4305
H 0.709 -6.750 3.772 0.00 -0.01 0.01 0.4170
H 1.382 -6.108 1.478 0.00 0.00 -0.02 0.4569
H -2.845 -0.955 0.656 0.01 -0.01 0.01 0.2268
H -4.860 -2.036 1.572 0.00 0.00 0.00 0.4615
H -4.646 -3.899 3.186 -0.01 0.00 0.00 0.4140
H -2.399 -4.684 3.865 0.00 -0.01 0.01 0.4836
H -0.377 -3.596 2.952 -0.06 0.04 0.00 -0.1406
C -3.615 1.077 -4.175 0.03 0.04 0.01 -1.5081
C -2.312 1.822 -4.441 -0.13 -0.05 0.06 1.6970
C -2.205 3.059 -3.555 0.00 0.04 -0.05 -0.8608
C -2.203 2.211 -5.908 -0.02 0.03 -0.01 -1.7462
O -1.236 0.910 -4.184 0.21 0.04 -0.13 0.6935
Si -0.236 0.606 -2.942 -0.04 -0.14 0.12 -2.4795
S -1.456 0.187 -1.261 0.01 -0.08 0.06 -0.3724
O 0.730 1.875 -2.513 -0.13 0.12 -0.12 1.4300
C 1.820 2.491 -3.243 0.15 -0.07 -0.02 1.5723
C 1.614 2.381 -4.747 -0.05 0.06 0.03 -1.3707
C 3.105 1.791 -2.822 0.06 0.05 -0.02 -1.4052
C 1.830 3.951 -2.814 0.00 -0.01 0.01 -1.4616
O 0.783 -0.558 -3.414 -0.02 0.02 0.01 0.7519
C 0.623 -1.879 -3.958 0.03 -0.02 -0.03 1.6104
C 1.980 -2.548 -3.787 -0.03 0.01 -0.03 -1.4783
C -0.449 -2.644 -3.193 0.01 0.03 0.00 -1.1575
C 0.258 -1.756 -5.430 -0.01 -0.03 -0.01 -1.6569
H -4.476 1.713 -4.385 0.00 0.02 -0.01 0.4668
H -3.658 0.760 -3.132 -0.01 -0.01 0.00 0.1698
H -3.673 0.192 -4.809 0.00 -0.01 -0.01 0.3149
H -2.985 3.772 -3.824 -0.02 0.01 0.01 0.6477
H -1.237 3.543 -3.689 -0.01 0.00 0.00 0.0993
H -2.327 2.791 -2.504 0.01 -0.01 0.03 -0.1456
H -3.062 2.812 -6.205 -0.01 0.01 -0.01 0.4495
H -2.171 1.317 -6.530 0.00 -0.01 0.00 0.2869
H -1.299 2.793 -6.092 -0.01 -0.03 0.00 0.3582
H 1.640 1.341 -5.067 -0.01 -0.05 -0.02 0.1426
H 2.407 2.923 -5.262 0.02 -0.02 -0.01 0.6388
H 0.656 2.812 -5.040 0.05 0.00 0.01 0.1242
H 3.050 0.731 -3.066 -0.01 -0.01 0.02 0.0220
H 3.269 1.891 -1.746 -0.03 -0.01 -0.01 0.2504
H 3.963 2.229 -3.334 0.00 0.01 -0.02 0.5436
H 0.904 4.446 -3.110 -0.03 0.01 0.00 0.2774
H 2.666 4.479 -3.272 0.01 0.01 0.00 0.4661
H 1.937 4.029 -1.729 0.04 0.03 0.02 0.2384
H 2.247 -2.594 -2.731 0.00 0.00 0.04 0.1544
H 2.747 -1.978 -4.313 0.01 0.01 0.00 0.3057
H 1.961 -3.560 -4.194 0.00 -0.01 0.00 0.4211
H -0.212 -2.667 -2.128 0.00 -0.01 0.02 0.0017
H -0.510 -3.668 -3.563 0.01 -0.01 -0.01 0.5369
H -1.428 -2.178 -3.316 -0.02 0.02 0.00 0.2057
H 1.024 -1.192 -5.963 0.02 0.01 -0.01 0.3311
H -0.695 -1.241 -5.548 0.00 0.00 0.01 0.1450
H 0.184 -2.746 -5.882 -0.01 -0.01 -0.02 0.4952
```
Forces are in eV/Å.


# C13H9BrCl32O4S2

A cluster of 9 separate species, C13H9BrCl32O4S2 in total (ωB97M-V with the def2-TZVPD basis set, OMol25).

The calculation puts the total energy at -514243.8119 eV. As for the spin multiplicity: 1. As for the SMILES: C[C@H](Br)C[C@]1(S)COS(=O)(=O)O1.ClC(Cl)(Cl)Cl.ClC(Cl)(Cl)Cl.ClC(Cl)(Cl)Cl.ClC(Cl)(Cl)Cl.ClC(Cl)(Cl)Cl.ClC(Cl)(Cl)Cl.ClC(Cl)(Cl)Cl.ClC(Cl)(Cl)Cl. The frontier orbital gap is 9.77 eV.

The geometry in XYZ format:
```
61
Properties=species:S:1:pos:R:3:forces:R:3:mulliken_charge:R:1
C 4.476 1.825 0.713 -0.26 0.28 -0.39 -1.5372
C 3.860 2.207 -0.620 0.36 -0.40 0.27 0.6516
Br 3.429 4.107 -0.581 -0.05 0.07 -0.13 -0.1184
C 2.682 1.378 -1.100 -0.04 0.97 0.74 -1.0658
C 1.590 0.998 -0.118 -0.66 -1.46 -1.41 0.5977
S 1.951 -0.323 1.121 0.10 0.32 0.79 -0.0988
C 0.469 0.380 -1.008 0.39 -0.67 0.39 -0.5449
O -0.723 0.503 -0.254 0.53 0.69 0.35 -0.2788
S -0.639 1.908 0.548 -0.27 -1.70 -1.15 1.0356
O -1.247 2.880 -0.236 -0.36 2.04 -1.51 -0.3431
O -1.130 1.682 1.822 -0.25 -0.45 2.61 -0.5462
O 0.946 2.074 0.531 0.34 0.22 0.19 -0.2201
H 4.559 0.754 0.796 0.12 -0.42 0.06 0.2645
H 3.854 2.194 1.513 -0.07 -0.01 0.45 0.3987
H 5.463 2.258 0.771 0.24 0.19 0.20 0.4790
H 4.627 2.097 -1.368 0.08 0.32 -0.24 -0.1769
H 2.186 1.946 -1.875 -0.07 0.17 -0.32 0.3619
H 3.025 0.464 -1.570 0.22 -0.37 0.01 0.3445
H 2.978 -0.934 0.521 0.04 0.17 -0.28 0.0918
H 0.391 0.801 -2.002 -0.20 0.51 -0.13 0.4365
H 0.708 -0.668 -1.080 -0.22 -0.38 -0.28 0.3860
Cl 6.524 3.966 -3.154 0.00 0.00 0.03 -0.0868
C 5.891 2.833 -4.348 -0.03 0.11 0.01 0.3144
Cl 5.465 1.315 -3.540 0.14 -0.11 -0.33 -0.0618
Cl 4.452 3.514 -5.107 -0.02 0.00 0.01 -0.0914
Cl 7.117 2.513 -5.574 0.01 -0.02 -0.01 -0.1052
Cl -6.284 1.343 2.278 0.13 -0.02 0.04 -0.0839
C -5.264 1.992 0.994 0.05 0.01 0.04 0.3272
Cl -4.108 0.770 0.475 -0.02 -0.09 -0.06 -0.0769
Cl -6.284 2.458 -0.380 -0.05 0.02 -0.05 -0.1072
Cl -4.396 3.409 1.578 0.00 0.05 0.01 -0.0757
Cl 5.567 -1.560 -2.099 -0.06 0.04 0.16 -0.0150
C 6.183 -3.026 -2.877 0.01 -0.10 -0.04 0.2257
Cl 7.820 -2.733 -3.459 0.00 0.02 0.01 -0.0987
Cl 6.186 -4.333 -1.697 -0.01 -0.02 0.00 -0.0259
Cl 5.138 -3.450 -4.233 -0.02 0.01 -0.01 -0.1046
Cl -3.532 4.655 -1.758 -0.03 0.00 -0.01 -0.0134
C -2.523 5.268 -3.063 -0.02 -0.01 0.07 0.2704
Cl -1.387 4.014 -3.574 0.03 -0.03 -0.03 -0.0795
Cl -3.539 5.728 -4.435 -0.01 0.01 -0.04 -0.1097
Cl -1.622 6.679 -2.502 0.02 0.02 0.00 -0.1152
Cl 3.142 -7.621 0.981 -0.01 -0.01 -0.02 -0.0992
C 3.912 -6.165 1.613 -0.04 -0.03 0.01 0.2710
Cl 3.136 -4.739 0.911 -0.02 0.03 -0.02 -0.0566
Cl 3.750 -6.118 3.367 0.01 0.01 -0.12 0.0036
Cl 5.626 -6.171 1.181 0.06 -0.02 0.03 -0.1036
Cl 3.872 -4.869 6.364 0.00 0.07 0.11 -0.0941
C 3.572 -6.256 7.417 0.00 -0.01 0.03 0.3628
Cl 2.362 -7.304 6.672 -0.02 -0.02 -0.02 -0.0913
Cl 5.073 -7.156 7.640 0.02 -0.01 0.00 -0.0931
Cl 2.982 -5.692 8.980 -0.01 0.01 0.01 -0.0973
Cl -10.515 2.040 4.093 0.00 0.00 0.02 -0.1038
C -10.776 1.145 2.592 0.00 0.01 -0.03 0.2697
Cl -10.693 -0.589 2.919 0.00 -0.04 0.00 -0.0990
Cl -12.368 1.543 1.938 -0.03 0.00 0.00 -0.1027
Cl -9.531 1.572 1.422 -0.21 0.18 0.19 0.0338
Cl -9.372 -1.942 -3.312 0.00 0.00 -0.01 -0.1065
C -9.679 -1.501 -1.630 -0.03 0.02 0.03 0.2635
Cl -9.249 -2.852 -0.578 0.01 -0.03 0.02 -0.0974
Cl -8.712 -0.093 -1.197 0.19 -0.12 -0.25 0.0274
Cl -11.391 -1.117 -1.422 -0.04 0.01 0.01 -0.0919
```
Forces are in eV/Å.


# C5H10O2

A cluster of 2 separate species, C5H10O2 in total (ωB97M-V with the def2-TZVPD basis set, OMol25).

The calculation puts the total energy at -9440.0699 eV. As for the spin multiplicity: 1. As for the SMILES: CC(=O)[C@H]1CCO1.[H][H]. The calculation puts the energy above the lowest of the compared OMol25 structures with the same formula, charge and spin at 68.56 kcal per mole. The frontier orbital gap is 10.36 eV.

The geometry in XYZ format:
```
17
Properties=species:S:1:pos:R:3:forces:R:3:mulliken_charge:R:1
C -1.889 -0.514 1.330 -0.08 0.01 0.02 -1.2220
C -1.127 0.238 0.269 -0.14 0.25 -0.06 0.5728
O -1.470 1.325 -0.150 0.14 -0.45 0.19 -0.5564
C 0.115 -0.448 -0.281 -0.19 0.06 -0.20 0.2989
C 1.333 0.444 -0.537 0.04 0.11 -0.07 -0.6492
C 1.980 -0.381 0.585 0.34 0.10 0.07 -0.3208
O 0.809 -1.211 0.719 -0.04 -0.11 0.09 -0.4623
H -2.843 -0.019 1.518 0.14 -0.06 -0.03 0.3474
H -2.049 -1.554 1.025 0.05 0.14 0.03 0.3360
H -1.293 -0.546 2.248 -0.06 0.00 -0.12 0.3018
H -0.196 -1.080 -1.127 0.01 0.10 0.11 0.3277
H 1.787 0.328 -1.523 -0.08 0.01 0.17 0.3035
H 1.164 1.503 -0.334 0.03 -0.17 -0.02 0.2492
H 2.195 0.165 1.511 -0.04 -0.09 -0.12 0.2328
H 2.858 -0.973 0.301 -0.13 0.08 0.03 0.2542
H -0.587 1.295 -3.130 -0.01 0.01 0.03 0.2424
H -0.785 1.430 -2.424 0.02 0.00 -0.11 -0.2560
```
Forces are in eV/Å.